--- P ---
ORCA calculation (ωB97M-V with the def2-TZVPD basis set) on 2 unconnected molecules or ions with the total composition C4H7N3.

```
14
C4H7N3 (ωB97M-V with the def2-TZVPD basis set)
C -0.7439 -1.1872 -1.7865
N 0.2340 -0.2533 -1.2831
C 0.8339 -0.4057 -0.1087
N 1.7547 0.2554 0.3830
N 2.2121 1.0561 1.2220
C -0.8274 1.1424 2.2917
C -1.6238 0.5493 1.6156
H -0.6236 -2.1299 -1.2624
H -1.7739 -0.8544 -1.6296
H -0.5864 -1.3707 -2.8504
H 0.4049 0.5786 -1.8285
H 3.2343 0.9724 1.1680
H -0.0996 1.6510 2.8792
H -2.3301 0.0162 1.0253
```

Values from the calculation:
HOMO-LUMO gap = 9.386 eV
2S+1 = 1

---

--- Q ---
ORCA calculation (ωB97M-V with the def2-TZVPD basis set) on C4H7N3 in the gas phase.

```
14
C4H7N3 (ωB97M-V with the def2-TZVPD basis set)
C -1.3249 0.6922 -0.1058
N -1.7307 -0.5433 0.1304
C -0.4740 -1.2818 -0.1863
C 0.7090 -0.6576 0.4901
C 1.7409 -0.1646 -0.4175
N 1.0368 0.6806 0.4394
N -0.0906 1.3447 -0.2020
H -2.3342 1.3320 -0.2288
H -0.7136 -2.3317 0.0933
H -0.3601 -1.2424 -1.3245
H 0.8899 -1.0261 1.6451
H 1.5035 -0.4140 -1.3847
H 2.8879 -0.3932 -0.3700
H -0.2886 2.1724 0.3120
```

Values from the calculation:
HOMO-LUMO gap = 10.327 eV
Structure (SMILES) = C1=NC[C@H]2CN2N1
2S+1 = 1

---

Ordering by calculated energy gives the sequence Q, P, with the first entry being the most stable.

---

--- P ---
ORCA calculation (ωB97M-V with the def2-TZVPD basis set) on 3 unconnected molecules or ions with the total composition C4H4O2.

```
10
C4H4O2 (ωB97M-V with the def2-TZVPD basis set)
C -0.2780 1.2809 0.2369
C -1.5147 1.0416 0.2044
C 1.0435 1.2680 0.1544
C -2.8075 0.9185 0.0711
O 1.6486 2.3933 -0.3561
O -3.9676 0.7943 0.1792
H 1.5343 0.6478 0.8557
H -1.3526 0.0157 -2.1247
H 1.3905 2.4582 -1.2369
H -1.3584 -0.8468 -2.1641
```

Values from the calculation:
HOMO-LUMO gap = 7.399 eV
2S+1 = 1

---

--- Q ---
ORCA calculation (ωB97M-V with the def2-TZVPD basis set) on a molecular structure, C4H4O2.

```
10
C4H4O2 (ωB97M-V with the def2-TZVPD basis set)
O 2.2952 -1.1808 -0.0763
C 1.3118 -0.5224 0.1281
O 1.1361 0.8666 0.0211
C -0.2651 0.7157 0.4935
C -0.9056 0.3322 -0.7653
C -0.0772 -0.7354 0.5028
H -0.5829 1.4146 1.2582
H -1.7221 -0.3287 -1.0007
H -0.5763 1.0032 -1.5916
H -0.5613 -1.5450 1.0692
```

Values from the calculation:
HOMO-LUMO gap = 9.966 eV
2S+1 = 1

---

--- R ---
ORCA calculation (ωB97M-V with the def2-TZVPD basis set) on C4H4O2 in the gas phase.

```
10
C4H4O2 (ωB97M-V with the def2-TZVPD basis set)
O -1.8059 0.7163 1.7536
C -0.8400 0.4082 1.1640
O -0.7698 -1.0403 0.2362
C 0.5781 -0.6575 -0.0018
C 0.1195 -0.1731 -1.3142
C 0.4767 0.5949 0.7891
H 1.3482 -1.4192 0.1177
H 0.2880 0.8566 -1.6363
H -0.5244 -0.7855 -1.9396
H 1.1181 1.4586 0.8932
```

Values from the calculation:
HOMO-LUMO gap (spin up / spin down) = 6.897 / 6.903 eV
2S+1 = 1

---

--- S ---
ORCA calculation (ωB97M-V with the def2-TZVPD basis set) on C4H4O2 in the gas phase.

```
10
C4H4O2 (ωB97M-V with the def2-TZVPD basis set)
C -2.8846 0.0547 0.0125
C -1.4128 -0.1952 -0.0673
C -0.2435 -0.3986 -0.0518
C 1.2342 -0.1063 0.0169
O 2.0677 -0.9499 0.0238
O 1.5289 1.1766 -0.0022
H -3.1130 0.0088 1.1160
H -3.0886 1.0185 -0.3469
H -3.4912 -0.7538 -0.4208
H 0.7610 1.7853 0.0177
```

Values from the calculation:
HOMO-LUMO gap = 11.006 eV
Structure (SMILES) = CC#CC(=O)O
2S+1 = 1

---

Ordering by calculated energy gives the sequence S, Q, P, R, with the first entry being the most stable.

---

--- P ---
ORCA calculation (ωB97M-V with the def2-TZVPD basis set) on C4H4O2 in the gas phase.

```
10
C4H4O2 (ωB97M-V with the def2-TZVPD basis set)
C -1.2881 -0.5221 -0.0901
C -1.0817 0.7511 -0.0219
O 0.2579 1.2580 0.0513
C 1.2181 0.4309 -0.0276
C 1.1214 -0.7963 -0.1339
O -0.1646 -1.3308 0.1840
H -2.3406 -0.9012 -0.0746
H -1.6516 1.6241 0.0139
H 2.0764 0.9482 0.3061
H 1.8528 -1.4620 -0.2071
```

Values from the calculation:
HOMO-LUMO gap = 8.913 eV
Structure (SMILES) = C1=COC=CO1
2S+1 = 1

---

--- Q ---
ORCA calculation (ωB97M-V with the def2-TZVPD basis set) on C4H4O2 in the gas phase.

```
10
C4H4O2 (ωB97M-V with the def2-TZVPD basis set)
C -0.1191 -1.4151 2.0191
C -0.3335 -0.4764 1.2949
C -0.5364 0.4100 0.1576
O -1.4431 1.2067 0.0456
C 0.4249 0.1198 -0.9763
O 0.0637 0.7769 -2.1476
H 0.0488 -2.2579 2.6541
H 1.4495 0.3874 -0.6770
H 0.4109 -0.9780 -1.0665
H -0.7760 1.2285 -1.9632
```

Values from the calculation:
HOMO-LUMO gap = 10.752 eV
Structure (SMILES) = C#CC(=O)CO
2S+1 = 1

---

Ordering by calculated energy gives the sequence Q, P, with the first entry being the most stable.

---

--- P ---
ORCA calculation (ωB97M-V with the def2-TZVPD basis set) on C3H6N4O in the gas phase.

```
14
C3H6N4O (ωB97M-V with the def2-TZVPD basis set)
H 3.2242 -1.3197 0.6409
N 2.8287 -1.1100 -0.2794
C 1.7630 -0.4339 -0.4320
N 1.0165 0.1412 0.6339
C -0.2864 0.5765 0.2332
N -0.5952 1.6422 -0.3236
H 0.1640 2.3923 -0.4894
N -1.2570 -0.4468 0.2694
C -2.5903 -0.2379 -0.0497
O -3.3782 -1.1795 -0.1614
H 1.3925 -0.3694 -1.4300
H 1.5802 0.9056 1.0701
H -0.9531 -1.3655 0.6569
H -2.9088 0.8048 -0.3388
```

Values from the calculation:
HOMO-LUMO gap = 10.610 eV
Structure (SMILES) = [H]/N=C\N/C(=N\[H])NC=O
2S+1 = 1

---

--- Q ---
ORCA calculation (ωB97M-V with the def2-TZVPD basis set) on C3H6N4O in the gas phase.

```
14
C3H6N4O (ωB97M-V with the def2-TZVPD basis set)
N -0.4519 1.2167 2.3923
N -1.0945 0.0910 1.7761
C -0.5185 -0.2703 0.6636
N -0.7804 -1.3719 0.0047
C -0.2430 -1.1725 -1.3629
C 0.5474 -0.0616 -1.1992
N 1.4076 0.6879 -2.0124
O 0.4517 0.4272 0.0173
H -0.6848 1.0209 3.3300
H 0.6009 1.0381 2.3665
H -1.5770 -2.0670 0.4639
H -0.1722 -1.9755 -2.0411
H 0.9597 0.7593 -3.0320
H 1.5550 1.6780 -1.3666
```

Values from the calculation:
HOMO-LUMO gap = 7.705 eV
Structure (SMILES) = N/N=c1/[nH]cc(N)o1
2S+1 = 1

---

Ordering by calculated energy gives the sequence P, Q, with the first entry being the most stable.

---

--- P ---
ORCA calculation (ωB97M-V with the def2-TZVPD basis set) on C3H6N4O in the gas phase.

```
14
C3H6N4O (ωB97M-V with the def2-TZVPD basis set)
H -0.6534 3.0612 -0.9083
N -0.6312 2.1272 -1.4967
C -0.1753 1.0649 -1.0573
C -0.0797 -0.3204 -1.8801
N 0.2617 -1.2710 -1.1219
N 0.8306 -0.6969 0.1158
C 0.1279 -1.4289 1.2157
N 0.3419 0.6593 0.0925
O -0.2481 0.8908 1.3485
H -0.2654 -0.3938 -2.9037
H 0.1716 -0.9951 2.3983
H -1.0763 -1.6728 1.1951
H 1.0557 -2.2209 1.0301
H 0.3402 1.1965 1.9721
```

Values from the calculation:
HOMO-LUMO gap = 9.490 eV
Structure (SMILES) = [H]/N=c1/cnn(C)n1O
2S+1 = 1

---

--- Q ---
ORCA calculation (ωB97M-V with the def2-TZVPD basis set) on C3H6N4O in the gas phase.

```
14
C3H6N4O (ωB97M-V with the def2-TZVPD basis set)
H 1.0668 1.2105 -2.1142
N 1.1265 0.2109 -1.8679
C 0.5697 0.0160 -0.7790
C 0.6280 -1.2633 -0.1633
C -0.0138 -1.0565 1.0213
O -0.1699 -1.9409 2.0093
N -0.5390 0.2091 1.1354
N -0.1322 0.9789 0.0058
N -1.0968 1.7705 -0.6239
H 1.2092 -2.0543 -0.5528
H 0.6039 -2.4700 2.2572
H -1.0111 0.5084 2.0569
H -0.7960 2.6797 -0.9567
H -1.4452 1.2010 -1.4279
```

Values from the calculation:
HOMO-LUMO gap = 8.204 eV
Structure (SMILES) = [H]/N=c1/cc(O)[nH]n1N
2S+1 = 1

---

Ordering by calculated energy gives the sequence Q, P, with the first entry being the most stable.

---

--- P ---
ORCA calculation (ωB97M-V with the def2-TZVPD basis set) on a molecular structure, C3H6N4O.

```
14
C3H6N4O (ωB97M-V with the def2-TZVPD basis set)
C 0.4776 0.2334 -0.2150
C -1.2345 -1.4121 -0.1090
C -1.4906 -0.5882 1.1389
H 2.3473 2.1149 -0.8518
H 1.8650 -0.0573 -1.9545
H -1.1960 -2.4190 0.2082
H -2.1036 -1.5991 -0.8275
H -1.7027 -1.2928 2.2372
H 0.3742 1.9154 0.7139
N 1.3946 0.7600 -1.0352
N 0.2073 -1.0341 -0.4939
N -1.1055 0.6444 1.2342
N -0.4176 1.2771 0.2595
O 2.5845 1.4576 -0.3049
```

Values from the calculation:
HOMO-LUMO gap = 9.548 eV
2S+1 = 1

---

--- Q ---
ORCA calculation (ωB97M-V with the def2-TZVPD basis set) on C3H6N4O in the gas phase.

```
14
C3H6N4O (ωB97M-V with the def2-TZVPD basis set)
H 1.5571 2.1058 -0.2503
N 0.6911 2.5016 0.0886
C -0.2390 1.6525 0.1840
N -0.0920 0.2485 0.0245
C -1.2721 -0.5041 -0.2736
N -2.4266 -0.1021 -0.0785
H -3.0727 -0.7194 -0.5522
C 1.1845 -0.3799 -0.1359
N 1.1701 -1.6638 0.2986
O 2.1805 0.2522 -0.4688
H -1.3006 2.0902 0.4959
H -0.9701 -1.4788 -0.7838
H 2.0612 -2.2564 0.3585
H 0.5286 -1.7462 1.0927
```

Values from the calculation:
HOMO-LUMO gap = 10.156 eV
Structure (SMILES) = [H]/N=C\N(/C=N/[H])C(N)=O
2S+1 = 1

---

Ordering by calculated energy gives the sequence Q, P, with the first entry being the most stable.